# 1
The following is a DFT calculation (wB97M-V/def2-TZVPD) of an isolated molecule of C23H23N3O7 at a distorted geometry.

Calculated values
Structure (SMILES) = CC1=C(C(=O)OCc2ccccc2)[C@@H](c2ccc([N+](=O)[O-])cc2)NC(=O)N1CCCC(=O)O
DFT total energy = -1581.19748 hartree
HOMO level = -0.3245 Eh

Geometry as XYZ:
```
56
Properties=species:S:1:pos:R:3:lowdin_charge:R:1
C -2.97041 0.66284 1.71638 0.010
C -2.26842 1.10880 0.47782 -0.158
C -1.07295 1.74633 0.50209 -0.033
C -0.24774 2.05579 1.66769 -0.450
O 0.74670 2.74993 1.60014 0.107
O -0.64042 1.47180 2.81145 -0.021
C 0.29644 1.54541 3.88253 -0.104
C 1.52797 0.71916 3.60438 -0.200
C 1.43421 -0.44622 2.85367 -0.033
C 2.56673 -1.19984 2.59804 -0.085
C 3.79749 -0.79989 3.08899 -0.088
C 3.89344 0.36102 3.83753 -0.079
C 2.76432 1.11884 4.09226 -0.034
H 2.84279 2.02905 4.66862 0.115
H 4.85168 0.68100 4.21921 0.102
H 4.67969 -1.38925 2.88700 0.102
H 2.48472 -2.10717 2.01736 0.103
H 0.47835 -0.75756 2.45752 0.105
H -0.24330 1.15840 4.75199 0.141
H 0.57690 2.58971 4.05830 0.132
C -0.46317 2.16742 -0.82112 -0.186
N -1.55251 2.55490 -1.67892 0.133
C -2.63455 1.74928 -1.82281 -0.510
O -3.35954 1.78544 -2.79522 0.071
N -2.89148 0.90537 -0.73995 0.051
C -3.97462 -0.04510 -0.92232 -0.135
H -4.27165 0.05121 -1.97028 0.124
H -4.84284 0.22397 -0.31240 0.124
C -3.56242 -1.48937 -0.63010 -0.140
H -3.34351 -1.60750 0.43071 0.097
H -4.41670 -2.12336 -0.86831 0.119
C -2.33609 -1.94465 -1.42895 -0.066
C -1.12483 -2.16829 -0.55431 -0.513
O -0.96096 -1.71770 0.54865 0.109
O -0.22920 -2.94965 -1.15871 0.110
H 0.55297 -3.11076 -0.60246 0.125
H -2.05658 -1.19220 -2.17037 0.118
H -2.52332 -2.87150 -1.97104 0.128
H -1.36329 3.16509 -2.45967 0.161
C 0.36758 1.02808 -1.39029 -0.119
C 1.38083 0.47710 -0.60755 0.012
C 2.07178 -0.63387 -1.03843 0.016
C 1.77591 -1.17954 -2.28316 -0.180
C 0.82524 -0.59849 -3.10947 0.015
C 0.11522 0.49516 -2.65133 -0.008
H -0.64674 0.92266 -3.28542 0.117
H 0.62916 -1.03237 -4.07795 0.127
N 2.41588 -2.39883 -2.68829 -0.359
O 2.49686 -2.63964 -3.87107 0.100
O 2.81447 -3.12630 -1.79827 0.070
H 2.83642 -1.08444 -0.42428 0.116
H 1.61932 0.91353 0.34775 0.111
H 0.18991 3.02957 -0.64223 0.164
H -2.50265 -0.24677 2.08858 0.092
H -2.86224 1.41888 2.48872 0.094
H -4.02592 0.48272 1.54473 0.081
```



# 2
The following is a DFT calculation (wB97M-V/def2-TZVPD) of C4H3Li2O2V as an isolated structure at a distorted geometry.

Calculated values
DFT total energy = -1263.46500 hartree
HOMO level (spin up / spin down) = -0.1886 / -0.2371 Eh
Spin multiplicity = 5
ΔE to the lowest compared entry with this formula, charge and spin = 335.83 kJ/mol

Geometry as XYZ:
```
12
Properties=species:S:1:pos:R:3:lowdin_charge:R:1
C -1.30251 -0.71216 -0.74855 -0.562
O -2.13884 -0.68913 0.24044 -0.357
V -0.40812 1.69280 -1.19334 0.661
Li -2.47792 -1.85708 1.53890 0.759
H -0.60938 -1.70209 -1.42572 0.195
C 0.05331 -0.83092 -0.41295 -0.325
C 1.40417 -0.20316 -0.49364 -0.142
C 1.69464 1.04642 -0.05224 -0.497
O 0.81415 2.08101 0.27562 -0.540
Li 0.32184 0.93447 1.61961 0.680
H -0.09053 -1.14738 0.64238 0.050
H 2.73920 1.38722 0.00950 0.079
```